Entry 1:
DFT (ωB97M-V/def2-TZVPD) results for a cluster of 2 separate species, C5H11NO2 in total in a non-equilibrium geometry.

The geometry in XYZ format:
```
19
Properties=species:S:1:pos:R:3:forces:R:3:lowdin_charge:R:1
O -2.15760 -0.90700 3.25506 1.06 0.35 0.29 -0.001
C -2.13264 -0.25436 2.22760 -1.03 -0.88 0.37 -0.380
N -1.08818 0.43598 1.71799 0.62 0.03 -0.22 0.031
C -0.94844 1.16944 0.44548 -0.94 0.61 1.13 -0.199
C -0.74873 0.31392 -0.79849 -1.10 0.77 1.06 -0.214
C 0.53827 -0.41316 -0.84184 0.09 -2.06 -0.82 -0.186
C 0.67141 -1.32263 -1.81744 0.63 1.22 -0.18 0.001
H -3.10275 -0.30175 1.72191 0.22 0.81 -1.13 0.131
H -0.25498 0.44944 2.28401 -0.10 -0.32 0.26 0.136
H -1.84060 1.80378 0.35974 0.03 -0.23 -0.32 0.116
H -0.15286 1.89508 0.65613 0.12 -0.30 -0.45 0.124
H -0.88907 0.98668 -1.65359 0.11 -0.28 -0.04 0.122
H -1.58355 -0.42193 -0.78272 0.46 0.46 -0.28 0.128
H 1.26138 -0.40058 -0.03242 -0.19 0.42 0.05 0.089
H -0.04679 -1.28394 -2.63472 0.00 -0.42 0.13 0.066
H 1.56627 -1.91032 -1.98332 -0.09 -0.19 0.20 0.050
H 4.00708 0.67920 -0.98533 0.03 -0.04 0.30 0.045
H 3.18988 -0.57129 -0.82942 0.09 0.02 0.17 0.004
O 3.71191 0.05345 -0.30863 0.00 0.05 -0.50 -0.064
```
Forces are in eV/Å.

Values from the calculation:
- SMILES string = C=CCCNC=O.O
- HOMO (eV) = -9.686
- lowest unoccupied orbital energy (hartree) = 0.027
- energy relative to the best compared isomer or geometry (same formula, charge and spin) (eV) = 1.8765
- calculated total energy (a.u.) = -402.3092
- charge = 0


Entry 2:
DFT (ωB97M-V/def2-TZVPD) results for a cluster of 5 separate species, C12H43BO18P5 in total in a non-equilibrium geometry.

The geometry in XYZ format:
```
79
Properties=species:S:1:pos:R:3:forces:R:3:lowdin_charge:R:1
O 3.92311 -0.20686 3.17031 0.17 1.10 -1.80 -0.001
B 3.17460 0.85787 2.53726 0.47 0.13 0.20 -0.708
O 3.83567 1.97264 1.91840 -0.15 -0.64 1.84 -0.013
P 1.23297 0.72048 2.49564 -0.25 0.35 0.02 0.158
H 3.90020 -0.92216 2.51101 -0.17 -0.08 0.67 0.073
H 3.48253 2.76321 2.35952 -0.35 -0.20 -0.68 0.088
H 1.05850 2.17553 2.72002 -0.01 0.59 0.22 -0.097
H 1.23305 0.49323 3.95824 0.05 -0.32 0.47 -0.082
H 1.38600 -0.71031 2.22471 0.12 -0.86 0.03 -0.094
H 1.22309 1.03301 1.05517 -0.09 -0.11 -0.36 -0.073
H -0.21320 0.51007 2.52941 -0.47 0.14 -0.22 -0.108
C -2.78648 -2.26071 -0.41148 -0.13 -0.02 0.50 -0.129
O -2.57929 -1.36233 -1.50348 0.48 -3.03 -1.43 -0.268
P -1.03271 -1.49666 -2.24951 2.88 8.44 1.32 0.734
O -0.33425 -0.64350 -1.19605 -0.54 -1.86 -0.53 -0.241
O -1.57964 -0.57153 -3.49749 -0.43 -1.10 -0.07 -0.279
C -2.79209 -0.94877 -4.14259 -0.20 0.23 -0.07 -0.128
O 0.39882 -1.87446 -3.11682 -1.97 -2.98 0.02 -0.326
C 1.28418 -0.80747 -3.41668 0.25 0.51 0.17 -0.149
H -3.78727 -2.08939 -0.01014 0.10 0.05 -0.13 0.091
H -2.71828 -3.29434 -0.75253 -0.12 -0.05 0.17 0.080
H -2.05478 -2.07660 0.37790 0.02 0.00 -0.10 0.068
H -3.60927 -0.33938 -3.75093 -0.05 -0.16 -0.03 0.073
H -3.02455 -2.00562 -3.98430 -0.10 0.14 -0.09 0.078
H -2.69742 -0.76398 -5.21406 0.13 0.00 0.07 0.086
H 1.90731 -0.58463 -2.54981 -0.18 0.08 0.05 0.085
H 0.74838 0.08800 -3.73282 0.00 -0.03 0.09 0.079
H 1.93055 -1.13215 -4.23540 -0.17 -0.21 0.01 0.082
C -5.14161 -6.06550 5.13723 -0.40 -0.17 -0.09 -0.144
O -3.77822 -6.19854 4.74158 0.11 1.99 2.79 -0.267
P -2.96738 -4.70181 4.46786 3.06 -0.76 -8.75 0.732
O -3.53172 -4.53153 3.05995 -0.44 0.19 1.84 -0.270
O -1.52851 -5.49901 4.44001 -0.73 0.12 1.10 -0.266
C -1.21253 -6.37162 5.52117 0.19 -0.29 -0.02 -0.128
O -2.18475 -3.17913 4.51719 -1.87 -0.94 3.58 -0.310
C -1.39884 -2.80498 3.39038 0.38 0.10 -0.85 -0.122
H -5.55768 -7.06562 5.27723 0.17 0.07 -0.03 0.085
H -5.21128 -5.52161 6.08057 -0.19 -0.09 0.02 0.078
H -5.71605 -5.55034 4.36338 0.06 0.03 0.04 0.080
H -1.42258 -7.40206 5.22644 -0.05 0.04 0.11 0.084
H -1.78748 -6.13145 6.42014 0.14 -0.12 -0.03 0.077
H -0.14931 -6.28117 5.74824 -0.07 0.13 -0.08 0.088
H -2.04074 -2.41158 2.60279 -0.04 -0.14 0.08 0.065
H -0.80871 -3.63957 3.01180 -0.10 -0.01 0.03 0.086
H -0.71540 -2.01447 3.70657 -0.14 -0.04 0.22 0.089
C -7.93321 3.82021 -2.25552 -0.42 -0.09 0.21 -0.134
O -6.88046 3.14885 -2.94944 1.27 3.25 0.63 -0.253
P -6.30262 3.97197 -4.34363 -1.11 -6.70 -6.31 0.729
O -7.43225 3.47705 -5.24127 0.45 1.40 1.21 -0.266
O -5.00963 2.96399 -4.39789 -0.27 1.07 0.82 -0.269
C -4.22871 2.78738 -3.21056 0.26 -0.34 0.23 -0.106
O -5.60983 5.01165 -5.51338 0.03 1.74 3.29 -0.314
C -5.41035 4.48895 -6.81717 -0.18 -0.39 -0.44 -0.145
H -8.22266 3.20897 -1.39861 0.15 -0.01 -0.13 0.089
H -7.59040 4.79010 -1.89391 -0.14 -0.02 0.15 0.080
H -8.80106 3.94694 -2.90717 0.08 0.02 -0.02 0.080
H -4.52701 1.85912 -2.72052 0.01 0.12 0.07 0.084
H -4.35706 3.61915 -2.51310 0.10 -0.16 -0.01 0.081
H -3.17598 2.71625 -3.48495 -0.11 0.05 -0.11 0.094
H -6.34227 4.52884 -7.38223 -0.02 -0.13 0.12 0.081
H -5.03088 3.46741 -6.79095 -0.07 0.02 0.05 0.082
H -4.67324 5.12023 -7.31721 0.01 0.11 0.27 0.087
C 6.00134 1.04786 0.75714 -0.26 -0.13 -0.18 -0.125
O 7.40187 0.95335 0.44871 0.36 1.82 2.96 -0.243
P 8.24061 2.45018 0.46438 2.84 -0.48 -8.49 0.735
O 7.80047 2.84722 -0.94073 -0.30 0.15 1.82 -0.269
O 9.67422 1.64221 0.43173 -0.55 0.09 1.03 -0.277
C 9.89351 0.60884 1.38945 0.13 -0.28 -0.05 -0.129
O 9.02915 3.93148 0.81047 -1.70 -1.03 2.99 -0.317
C 9.90369 4.45214 -0.17468 0.08 0.02 -0.51 -0.155
H 5.57291 0.04452 0.71319 0.22 0.07 0.00 0.095
H 5.86473 1.44210 1.75589 -0.09 -0.18 -0.09 0.068
H 5.49172 1.68040 0.02984 0.11 0.02 0.08 0.088
H 9.70402 -0.36022 0.92371 -0.07 0.03 0.12 0.085
H 9.24575 0.71894 2.26321 0.12 -0.13 -0.06 0.081
H 10.93450 0.64450 1.71521 -0.04 0.13 -0.06 0.083
H 9.33195 4.97396 -0.94307 -0.02 -0.17 -0.04 0.081
H 10.51538 3.67150 -0.62786 -0.09 0.00 -0.02 0.079
H 10.56487 5.17078 0.31489 -0.13 -0.10 0.21 0.083
```
Forces are in eV/Å.

Values from the calculation:
- HOMO (eV) = -2.623
- lowest unoccupied orbital energy (hartree) = -0.034
- energy relative to the best compared isomer or geometry (same formula, charge and spin) (eV) = 0.0000
- calculated total energy (a.u.) = -3568.6044
- charge = -1


Entry 3:
DFT (ωB97M-V/def2-TZVPD) results for the ion C2H2F2P with charge +1 in a non-equilibrium geometry.

The geometry in XYZ format:
```
7
Properties=species:S:1:pos:R:3:forces:R:3:lowdin_charge:R:1
C -0.66173 0.03941 -0.11130 1.98 -1.05 1.12 -0.146
C 0.47570 -0.39219 0.09092 0.30 -1.48 2.22 0.255
F -2.93527 -1.17264 -0.41470 -0.29 -0.61 0.41 -0.175
F -3.15100 1.08335 -0.41306 -0.05 0.51 0.48 -0.185
P -2.71106 -0.01878 0.57960 0.18 -0.60 -0.75 1.071
H -1.05706 0.83258 -0.61693 -0.52 2.06 -1.86 0.033
H 1.37240 -0.90254 0.62150 -1.60 1.18 -1.62 0.148
```
Forces are in eV/Å.

Values from the calculation:
- HOMO (eV) = -17.111
- lowest unoccupied orbital energy (hartree) = -0.275
- energy relative to the best compared isomer or geometry (same formula, charge and spin) (eV) = 1.1344
- calculated total energy (a.u.) = -618.1257
- charge = +1


Entry 4:
DFT (ωB97M-V/def2-TZVPD) results for a structure of composition C5H6N2 in a non-equilibrium geometry.

The geometry in XYZ format:
```
13
Properties=species:S:1:pos:R:3:forces:R:3:lowdin_charge:R:1
C -0.44079 1.62029 -0.22571 -2.58 8.26 -0.84 -0.234
C 0.65582 0.13486 -0.14642 4.18 -4.60 -3.75 -0.406
C 0.89962 -1.18349 -0.27680 -0.05 -3.51 1.31 -0.047
C -1.10176 -1.00134 0.72581 -1.04 7.42 0.41 -0.144
C -0.52669 0.35277 0.39204 -4.68 -4.16 4.73 -0.139
H -0.11737 2.61343 0.37048 -0.84 -2.32 -0.55 0.152
H -1.34579 1.97139 -0.77693 0.60 -0.28 0.03 0.118
H 1.72038 1.84553 -1.39414 -4.41 -2.47 2.00 0.245
H 1.53225 -1.81931 -0.87855 0.24 0.34 0.20 0.090
H 0.15539 -2.49657 1.54048 -1.43 1.73 -4.82 0.311
H -1.84003 -1.33391 1.37165 -1.76 0.15 0.95 0.076
N 0.66042 1.17650 -1.07001 4.58 3.09 -1.87 0.019
N -0.25144 -1.88016 0.36810 7.18 -3.66 2.19 -0.039
```
Forces are in eV/Å.

Values from the calculation:
- HOMO (eV) = -7.438
- lowest unoccupied orbital energy (hartree) = 0.001
- energy relative to the best compared isomer or geometry (same formula, charge and spin) (eV) = 7.6838
- calculated total energy (a.u.) = -303.3537
- charge = 0


Entry 5:
DFT (ωB97M-V/def2-TZVPD) results for a structure of composition C25H42BrN4O5P2Rb.

The geometry in XYZ format:
```
80
Properties=species:S:1:pos:R:3:forces:R:3:lowdin_charge:R:1
Rb 0.05921 0.12430 -0.44764 -0.79 -0.35 -0.28 1.022
C -1.06843 -2.17974 -3.34167 0.05 0.10 -0.01 -0.060
C -2.43163 -2.42473 -2.69117 -0.06 -0.09 -0.01 -0.379
C -3.50165 -1.61301 -3.41042 -0.04 0.01 0.02 -0.078
C -2.36908 -2.17595 -1.19505 0.03 -0.02 0.05 -0.235
C -1.55352 -2.98731 -0.39927 -0.01 0.08 -0.15 -0.046
C -1.41734 -2.76327 0.95692 0.02 -0.01 0.03 -0.047
C -2.09342 -1.71726 1.58389 -0.04 0.00 0.00 -0.298
C -1.93574 -1.47323 3.05770 0.03 0.04 0.06 -0.036
C -2.91019 -0.91440 0.80008 0.02 0.09 -0.08 -0.064
C -3.05327 -1.14296 -0.56715 0.17 0.13 -0.01 -0.063
H -1.08653 -2.45362 -4.39706 0.00 -0.04 -0.01 0.083
H -0.27084 -2.74077 -2.85551 0.01 -0.02 0.01 0.077
H -0.81207 -1.11591 -3.29415 -0.01 -0.02 0.02 0.075
H -2.68034 -3.48528 -2.81596 0.05 0.02 -0.03 0.143
H -3.30060 -0.54065 -3.35095 0.02 0.00 0.01 0.082
H -4.49313 -1.79469 -2.99528 -0.02 0.00 0.00 0.085
H -3.52243 -1.87615 -4.46796 -0.01 -0.03 -0.01 0.081
H -0.98371 -3.78327 -0.86401 -0.03 -0.06 0.01 0.123
H -0.75929 -3.39669 1.53898 0.03 -0.01 0.01 0.121
H -2.17818 -0.44167 3.31351 0.00 0.00 0.00 0.074
H -0.91216 -1.67269 3.37773 -0.01 -0.01 0.01 0.070
H -2.59407 -2.12234 3.63885 0.00 -0.01 -0.02 0.088
H -3.41209 -0.06290 1.24520 -0.06 -0.04 0.04 0.120
H -3.64932 -0.45484 -1.15207 -0.13 -0.07 0.04 0.109
C 4.26314 -1.00939 -1.87858 -0.04 -0.10 0.02 -0.098
N 4.41160 -0.41030 -0.56766 -0.01 -0.09 0.10 -0.295
C 5.17324 0.82138 -0.57589 -0.06 0.10 0.09 -0.109
P 3.37715 -0.85787 0.63972 0.04 0.33 -0.22 0.420
O 2.11239 -1.45180 0.13992 0.15 -0.20 0.19 -0.427
O 3.25896 0.40042 1.57634 0.16 0.02 0.21 -0.348
P 2.32949 1.86996 1.31110 -0.46 -0.41 0.16 0.538
O 2.08564 1.62898 -0.14132 0.63 0.34 0.02 -0.460
N 3.61299 2.83852 1.76865 -0.18 -0.11 0.01 -0.306
C 3.90102 4.06583 1.06692 -0.05 0.10 -0.18 -0.111
C 4.04014 2.81170 3.15124 0.05 0.01 0.02 -0.097
N 1.28817 1.41544 2.59407 0.19 0.03 -0.33 -0.245
C 0.08346 2.14120 2.99715 -0.05 0.13 -0.03 -0.096
C 1.68293 0.55143 3.70579 0.04 -0.09 0.06 -0.116
N 4.18239 -1.98068 1.57070 0.09 0.03 -0.07 -0.295
C 5.49348 -1.62135 2.07894 -0.04 0.02 -0.02 -0.108
C 3.39745 -2.78873 2.48508 -0.07 -0.04 -0.04 -0.110
H 5.24875 -1.20497 -2.30948 -0.01 -0.03 -0.03 0.083
H 3.71500 -0.34275 -2.55577 0.01 0.00 0.01 0.090
H 3.71719 -1.94717 -1.80163 0.02 0.00 -0.04 0.077
H 6.18552 0.62537 -0.94409 -0.01 0.02 0.00 0.085
H 5.23111 1.24026 0.42610 0.03 0.01 -0.01 0.069
H 4.69571 1.56865 -1.21949 0.03 0.00 0.00 0.087
H 3.50528 4.00298 0.05489 0.04 0.05 0.00 0.086
H 4.98521 4.20480 1.01316 0.00 0.00 0.00 0.087
H 3.46239 4.94447 1.55424 0.01 -0.03 0.01 0.073
H 4.04121 1.79117 3.52729 0.01 -0.01 0.03 0.064
H 3.41285 3.43197 3.80654 -0.01 0.00 -0.02 0.091
H 5.06424 3.18846 3.21255 -0.01 0.00 0.00 0.087
H -0.55785 2.36271 2.15292 -0.03 -0.01 0.06 0.062
H 0.31041 3.06617 3.53676 -0.01 -0.01 -0.01 0.097
H -0.48142 1.49348 3.67075 0.03 -0.02 0.00 0.076
H 2.59946 0.02064 3.50392 0.04 -0.04 0.03 0.050
H 0.89102 -0.18127 3.89382 0.06 0.00 -0.01 0.073
H 1.81148 1.13602 4.62604 -0.02 0.02 -0.04 0.092
H 6.05970 -1.11951 1.29646 0.05 0.01 0.02 0.072
H 6.03020 -2.52685 2.36886 0.01 0.01 0.00 0.083
H 5.43496 -0.95694 2.95133 0.01 -0.01 0.02 0.083
H 2.44802 -3.02841 2.01100 -0.01 -0.04 0.06 0.070
H 3.20272 -2.28314 3.44048 0.01 0.01 0.01 0.078
H 3.93525 -3.71559 2.69642 -0.02 -0.01 0.01 0.083
Br -1.20823 9.49235 -1.05019 0.00 0.01 0.00 0.725
C -0.76503 7.70506 -0.60262 0.02 -0.04 0.03 -0.692
C 0.35820 7.45354 0.16713 0.03 0.07 0.00 -0.118
C 0.67842 6.14445 0.48956 0.03 -0.02 0.03 -0.006
C -0.11478 5.09331 0.05066 -0.11 -0.07 -0.15 -0.106
C -1.24013 5.36955 -0.71798 0.01 0.00 0.01 -0.010
C -1.57204 6.67151 -1.04920 -0.03 0.06 -0.04 -0.120
C 0.19361 3.65574 0.38928 -0.16 0.13 0.04 -0.557
O 1.22820 3.50438 1.13592 0.17 0.08 0.20 -0.120
O -0.58099 2.77506 0.00231 0.27 0.14 0.08 -0.093
H 0.97820 8.26852 0.51306 -0.01 0.03 -0.01 0.100
H 1.55049 5.93692 1.09211 -0.01 -0.04 0.01 0.099
H -1.85633 4.54726 -1.05242 0.01 -0.04 0.01 0.117
H -2.44768 6.88292 -1.64674 0.00 0.02 -0.01 0.100
```
Forces are in eV/Å.

Values from the calculation:
- HOMO (eV) = -8.392
- lowest unoccupied orbital energy (hartree) = 0.008
- energy relative to the best compared isomer or geometry (same formula, charge and spin) (eV) = 0.8905
- calculated total energy (a.u.) = -4854.1044
- charge = 0


Entry 6:
DFT (ωB97M-V/def2-TZVPD) results for the molecule C10H20N2O3S in a non-equilibrium geometry.

The geometry in XYZ format:
```
36
Properties=species:S:1:pos:R:3:forces:R:3:lowdin_charge:R:1
C 0.11171 2.60949 1.29503 -0.48 0.65 0.50 -0.285
C 0.19855 1.43482 0.28269 -0.75 1.39 0.42 -0.424
C -1.36062 3.16007 1.41222 -0.26 -0.29 -0.51 -0.363
C -2.40715 2.07016 1.66401 0.44 -1.39 -0.68 -0.088
C -1.60767 4.24908 2.50626 0.55 -0.47 -0.07 -0.068
C 0.13321 -0.95431 -0.00061 1.01 -1.14 0.38 -0.204
C -1.20730 -1.63523 -0.23398 -0.43 -0.17 -0.33 -0.480
C 1.22009 -1.97004 0.51815 0.06 0.02 0.10 -0.176
C 1.55831 -3.09794 -0.49146 1.65 -0.01 0.54 -0.466
C 1.08946 -2.84815 -3.27058 -0.71 0.56 0.87 -0.425
H 1.90992 3.47164 0.80738 -0.10 0.01 0.27 0.085
H 0.65838 4.01611 0.02497 -0.32 0.52 -0.85 0.066
H 0.39391 2.23980 2.29424 0.12 0.05 -0.20 0.145
H -1.57201 3.52403 0.38390 0.08 0.34 0.59 0.143
H -3.38089 2.53385 1.78547 -0.11 -0.06 0.28 0.078
H -2.12503 1.47437 2.56564 -0.45 0.45 -0.40 0.094
H -2.52306 1.33496 0.80921 0.20 0.98 0.85 0.084
H -2.54633 4.77841 2.31008 0.21 -0.10 -0.09 0.077
H -1.72298 3.76365 3.48806 -0.02 -0.05 -0.27 0.077
H -0.80287 4.97454 2.64146 -0.03 -0.07 -0.41 0.066
H 0.16342 0.09636 1.82257 0.40 0.05 1.30 0.133
H 0.43346 -0.59732 -0.98068 0.23 0.10 -0.10 0.135
H 2.12621 -1.39420 0.83116 -0.64 -0.39 -0.43 0.121
H 0.86839 -2.51674 1.42255 -0.02 0.54 -0.33 0.122
H 0.63994 -3.55880 -0.77037 -0.58 -0.59 -0.23 0.041
H 2.23505 -3.87815 0.02385 -1.03 1.27 -0.85 0.100
H 1.46441 -2.41967 -4.18010 0.03 0.10 -0.56 0.021
H 0.93774 -3.91014 -3.36296 -0.31 -0.28 -0.23 0.033
H 0.18191 -2.31084 -2.93571 0.30 -0.53 -0.49 0.033
H -1.70415 -0.49068 1.01718 -0.40 1.18 0.78 0.046
N 0.94208 3.76184 0.94598 0.51 -0.86 0.35 0.059
N 0.00335 0.22074 0.86255 0.27 -1.32 -1.63 0.080
O 0.29112 1.57082 -0.91937 0.14 0.33 0.34 0.101
O -1.40850 -2.55174 -0.97885 0.35 -0.16 -0.20 0.117
O -2.20197 -1.06711 0.44331 -0.37 -0.72 -0.03 0.134
S 2.37062 -2.54579 -2.06930 0.47 0.06 1.32 0.785
```
Forces are in eV/Å.

Values from the calculation:
- SMILES string = CSCC[C@H](NC(=O)[C@@H](N)C(C)C)C(=O)O
- HOMO (eV) = -8.506
- lowest unoccupied orbital energy (hartree) = 0.014
- energy relative to the best compared isomer or geometry (same formula, charge and spin) (eV) = 0.8339
- calculated total energy (a.u.) = -1126.4747
- charge = 0


Number 1: M 117.148 g mol⁻¹. Number 2: M 641.140 g mol⁻¹. Number 3: M 95.008 g mol⁻¹. Number 4: M 94.117 g mol⁻¹. Number 5: M 705.954 g mol⁻¹. Number 6: M 248.348 g mol⁻¹.